2 unconnected molecules or ions with the total composition C6H14NO, computed with ωB97M-V with the def2-TZVPD basis set.

Summary:
charge	+1
gap between HOMO and LUMO	8.47	eV
HOMO level	-12.9	eV

XYZ file:
```
22
Properties=species:S:1:pos:R:3:forces:R:3
C -0.727117 -0.986903 2.223227 0.3 0.1 0.0
O -1.084721 0.011112 1.234133 0.1 -0.2 0.2
C 0.262014 -1.927400 1.614446 1.6 -0.5 1.1
C 1.407394 -2.273162 2.263430 -1.5 0.3 -1.8
H -1.634261 -1.510666 2.534701 0.0 0.0 0.0
H -0.272107 -0.497223 3.104875 -0.3 -0.2 -0.4
H -1.442069 0.742300 1.739904 -0.2 0.3 -0.1
H 0.005258 -2.369019 0.646712 0.1 0.0 0.3
H 2.116836 -2.979511 1.839628 -0.2 0.1 0.1
H 1.674105 -1.815667 3.191511 0.0 0.2 0.5
C 1.006557 2.323722 -1.426230 1.1 -0.5 0.1
C 0.384209 1.260331 -2.320563 -0.1 0.3 0.5
C -1.227891 -0.379470 -1.448626 -0.3 0.9 0.2
N -0.905656 0.823756 -1.744124 0.1 -1.2 0.0
H 0.347229 3.162494 -1.279026 -0.2 0.4 -0.1
H 1.254848 1.910683 -0.429773 -0.1 0.1 -0.5
H 1.956278 2.666907 -1.901078 -0.8 -0.1 0.4
H 0.167750 1.661157 -3.308438 0.0 -0.1 -0.1
H 1.022947 0.384357 -2.398493 -0.1 -0.1 -0.1
H -2.220524 -0.569331 -1.038662 0.4 0.0 -0.1
H -0.518785 -1.183635 -1.590116 0.0 0.0 -0.1
H -1.572294 1.545167 -1.507437 -0.2 0.3 -0.1
```
Positions in Å, forces in eV/Å.